DFT (ωB97M-V with the def2-TZVPD basis set) results for a 7-piece molecular cluster, C11H36O11 overall at a distorted geometry.

XYZ file:
```
58
Properties=species:S:1:pos:R:3:forces:R:3
H -2.240484 -2.292896 2.741022 0.1 -0.2 0.0
H -0.203424 2.945154 -3.510078 -0.2 0.2 -0.5
O -1.097164 1.235964 -3.004568 0.4 -1.1 -0.3
H 0.852686 3.846674 3.232712 -0.5 0.2 0.6
C -1.217824 0.471744 0.845182 1.8 1.7 -1.9
O -2.565804 -2.413066 1.845852 0.0 -0.2 -0.9
H 0.342946 -0.129376 -0.658088 -0.2 0.2 -0.2
H 1.706636 -1.062916 -2.378698 0.7 0.3 0.0
H -1.853424 3.171274 -2.901778 -0.1 0.0 0.1
H -1.977514 1.002184 -2.701378 -0.5 -0.3 0.0
O 0.370696 -1.141406 1.132602 1.9 -2.2 0.9
O 4.651886 2.205014 0.297042 1.0 0.5 0.3
O 3.162736 2.477474 2.954412 0.0 1.3 1.3
H -0.237144 -1.773466 0.741922 0.0 -0.5 -0.1
H -3.285564 -4.339996 1.826962 -0.2 -0.2 -0.4
H 3.448586 3.263264 2.482802 0.3 -0.2 -0.1
H 2.917386 -1.626856 -0.323888 -0.2 -0.2 0.3
H -3.664734 2.597614 -0.932308 0.2 -0.2 0.3
H -1.001114 -3.504866 -1.547028 -0.2 -0.3 0.1
H 4.221996 0.691374 2.572152 0.8 0.6 0.2
H 3.100786 -3.713116 0.248632 -0.1 -0.6 0.2
H -0.868294 3.154364 3.503662 0.1 0.7 0.4
O -0.398614 4.069844 1.657602 -0.5 -0.3 0.3
H -1.134774 1.531424 0.603782 -1.1 0.4 -0.2
H 4.536146 3.157294 0.259862 0.0 0.0 0.0
C 3.383336 1.313964 2.260522 0.0 -1.0 -1.6
C 3.005256 -2.403896 -1.083228 -0.8 1.0 -2.4
O -1.337824 -3.155056 -0.718858 0.4 0.0 1.2
H 2.559836 0.661334 2.550392 -0.5 -0.1 -0.7
O 2.285686 -2.656936 -3.503438 0.7 0.0 0.2
C -2.436224 -3.784816 1.428852 0.9 0.0 0.2
H 1.005286 -2.523316 -1.955268 0.0 -0.3 0.6
O -2.247144 -0.163866 0.124932 0.2 0.3 0.4
C -0.033534 3.354614 2.831972 0.9 -0.6 -0.4
H -3.273304 -3.649296 -0.518918 -0.3 -0.1 0.0
C 0.227746 0.009074 0.416932 -2.9 1.5 0.8
C 1.973696 -2.110216 -2.237468 -0.4 0.1 0.7
H 0.335396 2.356474 2.595942 0.1 -0.3 -0.3
H -1.334324 0.401984 1.926682 0.1 -0.3 0.0
H -1.311544 3.808134 1.517342 -0.1 0.2 -0.5
H 4.015776 -2.374476 -1.490758 0.2 0.4 -0.2
H 2.642976 2.226134 0.462302 -0.4 -0.3 -0.1
O 2.772206 -3.712106 -0.653378 -0.2 -0.4 1.0
H -2.267904 -5.040526 -0.282808 0.5 0.0 0.0
O -3.538734 0.816204 -2.081918 -1.6 1.6 0.1
H -4.364904 2.701584 -2.490068 -0.1 -0.4 -0.3
H -0.425204 2.816804 -1.867328 -0.4 0.0 0.7
C -4.256484 2.022434 -1.644428 0.9 -0.2 -0.5
H -2.309354 -1.020836 0.553112 -0.6 -0.6 0.0
H 2.780066 -3.455626 -3.305258 0.0 -0.3 -0.3
C 3.479476 1.581964 0.733232 -0.7 -0.7 0.6
H 0.837426 0.840274 0.771182 0.7 -0.5 0.1
H 3.463106 0.637654 0.189072 -0.4 -0.1 0.0
C -2.323924 -3.969266 -0.089498 -1.4 0.8 -0.2
H -1.552354 -4.235336 1.880392 0.2 0.1 0.1
H -3.133214 0.432274 -1.301058 0.1 -0.4 0.7
C -0.943064 2.581034 -2.797018 1.3 1.2 -0.2
H -5.244864 1.870944 -1.210528 0.1 -0.6 -0.1
```
Forces are in eV/Å.

Output
Relative energy (zero: lowest compared OMol25 entry of this formula, charge and spin) in kcal/mol: 29.6
Orbital gap in eV: 9.66
E_HOMO in eV: -9.3263

***

DFT (ωB97M-V with the def2-TZVPD basis set) results for one molecule with the formula C5H9N.

XYZ file:
```
15
Properties=species:S:1:pos:R:3:forces:R:3
H -1.777506 0.687345 1.894027 0.3 0.0 0.0
N 0.812093 -0.388733 -0.182704 0.1 0.1 -0.1
C 1.863258 -0.776777 0.535456 0.0 0.1 0.1
H 1.833437 0.187601 -1.894622 0.1 -0.2 0.0
H -1.222957 1.079080 -1.107639 -0.1 -0.3 0.2
H 0.030210 -0.335045 -2.103145 0.2 0.3 0.1
C -1.101075 0.858671 1.062216 0.0 0.1 0.2
C -0.528125 -0.370744 0.411956 -0.1 -0.1 0.0
H -2.554218 0.017127 -0.456568 0.1 0.0 0.2
H -0.486124 1.750025 1.135453 -0.1 -0.1 -0.1
H -0.774486 -1.319179 0.882441 -0.1 0.1 -0.3
H 2.742596 -1.082452 -0.016956 -0.1 0.2 0.2
C -1.572539 0.447087 -0.296539 -0.2 0.0 -0.1
H 1.865490 -0.697640 1.616087 -0.2 0.0 -0.2
C 0.869944 -0.056372 -1.479462 0.1 -0.2 -0.2
```
Forces are in eV/Å.

Output
Relative energy (zero: lowest compared OMol25 entry of this formula, charge and spin) in kcal/mol: 82.0
Orbital gap in eV: 7.73
E_HOMO in eV: -6.6877

***

DFT (ωB97M-V with the def2-TZVPD basis set) results for C25H26IrN5O4 as an isolated structure.

XYZ file:
```
61
Properties=species:S:1:pos:R:3:forces:R:3
H 2.834650 4.115613 2.980344 0.0 0.0 0.0
H 3.164135 -1.634210 1.423857 0.0 0.0 0.0
N 0.235014 1.707688 -1.686266 0.1 0.0 0.0
C 2.788487 3.712568 1.977019 0.0 0.0 0.0
C -2.825376 -3.324389 1.812856 -0.1 -0.1 0.1
H -3.550481 6.144901 -0.070087 0.0 0.0 0.0
H -3.037438 -1.530486 -0.599890 0.0 0.0 0.0
H -3.757336 4.170650 1.402762 0.0 0.0 0.0
C -0.217477 -5.066510 -2.761566 0.0 0.0 0.0
H 1.810138 -1.053770 2.429605 0.0 0.0 -0.1
C -0.787122 4.444141 -1.026172 0.0 0.0 0.0
H -3.025703 -0.397284 0.600886 0.1 0.0 -0.1
H 0.993989 -3.328278 2.656059 0.0 0.0 0.0
C 0.163375 2.236473 -0.333651 -0.1 0.1 0.1
H 1.825157 -1.658095 -1.078975 0.0 0.0 0.0
H 2.421180 -3.839158 1.707698 0.0 0.0 0.0
H -0.036547 -5.827694 -3.508658 0.0 0.0 0.0
H -2.067472 2.382116 1.327908 0.0 0.0 0.0
C 0.847712 -4.388713 -2.182858 0.0 0.0 0.0
H -1.625545 6.320382 -1.619463 0.0 0.0 0.0
H 2.079523 -0.364386 0.816992 0.0 0.0 0.0
C -1.981684 3.229911 0.661994 0.0 0.0 0.0
C -0.909201 3.317397 -0.215808 0.0 0.0 0.0
N -2.793194 -1.362288 0.375347 -0.1 0.1 0.0
H -2.775402 -3.642184 -1.071789 0.0 0.0 0.0
H 0.769515 -4.324930 1.217289 0.0 0.0 0.0
H 2.651207 -3.140180 -0.554272 0.0 0.0 0.0
N 1.256157 -2.309077 0.832122 0.0 -0.1 -0.2
C -1.733533 5.452694 -0.981847 0.0 0.0 0.0
O -0.298219 -0.272534 -2.751264 0.1 0.0 0.0
O -1.538059 -3.256675 1.770510 0.4 0.1 0.2
N -0.225718 -0.081027 -0.434005 0.0 -0.1 -0.1
C 1.372651 -3.533843 1.657374 -0.1 0.0 0.0
C 2.132300 -1.273284 1.412329 -0.1 0.0 0.0
N -3.510932 -2.208241 1.260789 -0.2 0.0 -0.1
C 3.938804 3.643243 1.200712 0.0 0.0 0.0
C 1.690113 -2.616044 -0.569866 0.1 0.0 0.1
C -2.928535 4.247831 0.710851 0.0 0.0 0.0
H 2.610259 2.245985 -1.583195 0.0 0.0 0.0
H 1.865345 -4.622559 -2.475897 0.0 0.0 0.0
C 1.578516 3.268568 1.471502 0.0 0.0 0.0
H 4.882629 3.995995 1.595510 0.0 0.0 0.0
H 0.067718 4.545659 -1.686421 0.0 0.0 0.0
C -0.117468 0.374285 -1.746892 0.0 -0.1 -0.1
H -2.344826 -5.312710 -2.791943 0.0 0.0 0.0
C -2.812008 5.355258 -0.111196 0.0 0.0 0.0
C 3.870920 3.120890 -0.080277 0.0 0.0 0.0
C 2.658808 2.666576 -0.587597 0.0 0.0 0.0
C -1.510936 -4.772905 -2.361175 0.0 0.0 0.0
H 4.761958 3.063243 -0.692038 0.0 0.0 0.0
C -0.694019 -3.100757 -0.829733 0.1 0.1 -0.1
C -1.750282 -3.803163 -1.392845 -0.1 0.0 0.1
H 0.683788 3.319049 2.078519 0.0 0.0 0.0
C 1.507610 2.743935 0.182936 0.0 0.0 0.0
H 0.059615 2.283741 -2.492261 0.0 0.0 0.0
C 0.609513 -3.411908 -1.231152 -0.1 0.0 -0.1
Ir -0.774408 -1.754065 0.616081 0.0 -0.1 -0.3
H -4.454143 -2.428308 0.976016 0.0 0.0 0.0
C -0.180445 0.944538 0.417398 0.1 0.0 0.1
O -3.501556 -4.195742 2.311954 0.0 -0.1 0.0
O -0.365746 0.782079 1.623864 -0.1 0.1 0.2
```
Forces are in eV/Å.

Output
Relative energy (zero: lowest compared OMol25 entry of this formula, charge and spin) in kcal/mol: 0.0
Orbital gap in eV: 8.45
E_HOMO in eV: -8.2631

***

DFT (ωB97M-V with the def2-TZVPD basis set) results for H5NO3PSi as an isolated structure at a distorted geometry.

XYZ file:
```
11
Properties=species:S:1:pos:R:3:forces:R:3
O -1.642294 1.230433 0.153999 -0.3 0.2 2.1
O 2.569898 -0.804427 -0.037423 4.6 -0.6 -0.9
H 0.694856 -1.899347 0.804963 -0.2 -1.0 -0.3
H -2.143143 -0.528989 -1.707552 0.6 0.2 0.4
P 1.188776 -0.740093 0.246260 -3.8 2.1 3.3
O 0.294344 -0.351447 -0.948701 0.2 -0.9 -0.8
Si -1.135066 0.468651 -1.067497 -1.6 0.1 -3.2
H -0.818705 1.424699 -2.165573 0.1 -0.1 -0.3
N 0.638268 0.398303 1.385432 -0.5 -0.9 -0.7
H 0.732869 0.108269 2.387574 -0.4 0.5 -1.5
H -0.379804 0.693946 0.948518 1.3 0.2 2.0
```
Forces are in eV/Å.

Output
Charge: -1
Relative energy (zero: lowest compared OMol25 entry of this formula, charge and spin) in kcal/mol: 11.3
Orbital gap in eV: 9.32
E_HOMO in eV: -5.0956

***

DFT (ωB97M-V with the def2-TZVPD basis set) results for C29H29CdN10O2S2 as an isolated structure.

XYZ file:
```
73
Properties=species:S:1:pos:R:3:forces:R:3
C -2.724263 -5.214172 -1.234355 0.0 0.0 0.0
H 1.741958 2.800451 -1.405868 0.0 0.0 0.0
N 2.422691 1.524592 1.128464 0.0 0.0 0.0
C 0.750059 3.082974 -1.064414 0.0 0.0 0.0
C -1.908296 -2.202214 -0.110625 0.0 0.0 0.0
N 0.051900 0.811449 2.231479 0.0 0.0 0.0
H -2.928700 -5.178002 0.919301 0.0 0.0 0.0
N -0.067256 2.079842 -0.785779 0.0 0.0 0.0
H 4.233878 -0.596760 -3.833123 0.0 0.0 0.0
H -4.084886 2.166913 -0.545794 0.0 0.0 0.0
H -1.316145 -4.776538 0.333098 0.0 0.0 0.0
S -0.370008 -2.519498 -0.809333 0.0 0.0 0.0
O -0.079259 2.862688 3.279729 0.0 0.0 0.0
C 3.538997 4.010449 1.615752 0.0 0.0 0.0
H 0.661512 -3.640748 1.974837 0.0 0.0 0.0
H -3.790409 -5.107655 -1.445876 0.0 0.0 0.0
C -2.380841 -4.645511 0.137310 0.0 0.0 0.0
C -1.916696 -1.786220 4.053662 0.0 0.0 0.0
H -1.540999 0.416841 -4.847388 0.0 0.0 0.0
C -0.132415 0.169258 -3.268107 0.0 0.0 0.0
H 0.111336 0.234168 -6.659969 0.0 0.0 0.0
H -2.466164 -6.274686 -1.286728 0.0 0.0 0.0
C 4.219162 3.070137 0.854847 0.0 0.0 0.0
H -3.790490 1.891525 1.171233 0.0 0.0 0.0
C -2.210159 1.202171 -0.116193 0.0 0.0 0.0
H -1.148638 0.836938 3.946524 0.0 0.0 0.0
H -1.179473 5.730284 -0.290695 0.0 0.0 0.0
Cd 0.846896 -0.442102 0.496065 0.1 -0.1 0.0
O 5.092667 -1.198363 0.233147 0.0 0.0 0.0
H -3.573416 -2.966649 0.678429 0.0 0.0 0.0
C -1.093185 0.348550 2.967585 0.0 0.0 0.0
H 4.131311 1.058061 0.090590 0.0 0.0 0.0
C -1.053590 -1.150365 3.159328 0.0 0.0 0.0
N 3.349721 -0.405093 -3.399914 0.0 0.0 0.0
C 0.402009 4.418099 -0.921239 0.0 0.0 0.0
H 1.115100 5.198465 -1.150392 0.0 0.0 0.0
N 2.703800 -1.772106 1.017370 0.0 0.0 0.0
H -2.728546 3.864682 0.205236 0.0 0.0 0.0
C -0.867843 4.705086 -0.449110 0.0 0.0 0.0
C -0.498838 0.264718 -4.596142 0.0 0.0 0.0
C 1.780563 -0.068041 -5.368600 0.0 0.0 0.0
N -1.683754 0.031410 -0.147524 0.0 0.0 0.0
N -0.171884 -1.836925 2.446947 0.0 0.0 0.0
H 1.730053 4.346377 2.768877 0.0 0.0 0.0
C -1.736701 3.664347 -0.173154 0.0 0.0 0.0
C 2.142585 -0.164246 -4.028303 0.0 0.0 0.0
H -0.780321 -4.935549 3.571907 0.0 0.0 0.0
C 3.621129 1.837500 0.643493 0.0 0.0 0.0
C 0.442919 0.154415 -5.632013 0.0 0.0 0.0
C -3.660899 1.461961 0.172587 0.0 0.0 0.0
H 3.971781 4.986820 1.800745 0.0 0.0 0.0
C -1.306852 2.349527 -0.364851 0.0 0.0 0.0
N 1.866282 -0.177971 -1.765519 0.0 -0.1 0.0
H -2.634763 -1.200850 4.615113 0.0 0.0 0.0
C 3.113170 -0.414500 -2.056430 0.0 0.0 0.0
H -2.038410 0.587601 2.458703 0.0 0.0 0.0
C 0.455370 2.029209 2.520922 0.0 0.0 0.0
H 2.505794 -0.170325 -6.166170 0.0 0.0 0.0
H -2.163080 -4.681787 -2.002043 0.0 0.0 0.0
C -0.885924 -3.863216 3.472957 0.0 0.0 0.0
H -4.207790 0.524762 0.130987 0.0 0.0 0.0
H -0.848812 0.223069 -2.461959 0.0 0.0 0.0
C 1.782471 2.416239 1.884095 0.0 0.0 0.0
C -1.829969 -3.155034 4.209050 0.0 0.0 0.0
H -2.485616 -3.669478 4.902135 0.0 0.0 0.0
N -2.481856 -1.024969 0.124185 0.0 0.0 0.0
C -0.083547 -3.156648 2.596583 0.0 0.0 0.0
N -2.695391 -3.243602 0.269790 0.0 0.0 0.0
C 2.307953 3.676041 2.149312 0.0 0.0 0.0
H 5.196773 3.275189 0.438918 0.0 0.0 0.0
C 1.217853 -0.032175 -2.986591 0.0 0.0 0.0
H 3.894889 -0.617823 -1.333842 0.0 0.0 0.0
S 4.143503 -2.022982 1.036750 0.0 0.0 0.0
```
Forces are in eV/Å.

Output
Charge: -1
Relative energy (zero: lowest compared OMol25 entry of this formula, charge and spin) in kcal/mol: 0.0
Orbital gap in eV: 7.24
E_HOMO in eV: -4.5057

***

DFT (ωB97M-V with the def2-TZVPD basis set) results for a 2-piece molecular cluster, C4H9NO overall at a distorted geometry.

XYZ file:
```
15
Properties=species:S:1:pos:R:3:forces:R:3
H 0.543446 1.190820 -0.459389 0.6 1.7 2.4
C -2.208450 -0.089060 -0.345855 -0.1 0.4 -0.3
O -2.299872 0.838356 -1.098232 0.0 -0.6 0.4
H 1.661972 2.506870 0.201836 0.1 0.2 0.1
H -1.116902 -1.540030 0.626177 0.0 0.1 -0.1
H -0.093131 2.603933 0.534956 0.0 0.2 0.1
H 1.057238 -2.029083 0.658714 -0.3 -0.2 0.6
H 0.931176 1.437531 1.425784 -0.1 -0.1 -0.2
C 0.771413 1.951650 0.477364 -0.4 -1.5 -2.2
H -3.039112 -0.453890 0.289949 0.1 0.1 -0.1
C 0.127662 -0.606612 -0.751436 -0.6 -0.8 -0.2
H 1.350334 -2.298101 -1.020180 -0.1 -0.4 -0.7
N -1.034427 -0.847495 -0.127028 0.7 0.1 -0.1
H 2.139299 -1.008200 -0.239201 0.6 0.4 0.0
C 1.207442 -1.529261 -0.287490 -0.5 0.5 0.3
```
Forces are in eV/Å.

Output
Relative energy (zero: lowest compared OMol25 entry of this formula, charge and spin) in kcal/mol: 83.7
Orbital gap in eV: 8.67
E_HOMO in eV: -8.4020

***

Q: Which of these has the highest orbital gap?
A: C11H36O11

***

Q: What is the relative energy (zero: lowest compared OMol25 entry of this formula, charge and spin) in the third record?
A: 0.0 kcal/mol